(1)
Computed, not measured: C20H12N6O4S5Yb as an isolated structure at a distorted geometry, with ωB97M-V with the def2-TZVPD basis set.

Values from the calculation:
Energy relative to the best compared isomer or geometry (same formula, charge and spin) in eV: 1.5989
E_HOMO (alpha / beta) in eV: -1.143 / -1.130
E_LUMO (alpha / beta) in eV: 3.47 / 3.47

ORCA input file:
```
! RIJCOSX wB97M-V def2-TZVPD def2/J DEFGRID3
* xyz -2 1
Yb -0.239 0.057 -0.023
C -4.816 -3.179 3.047
S -4.095 -1.952 4.126
C -2.507 -1.876 3.452
S -1.195 -1.150 4.385
N -2.196 -2.419 2.255
N -0.736 -2.256 2.082
C -0.289 -2.816 0.931
C 1.137 -2.674 0.643
C 2.100 -3.302 1.452
C 3.431 -2.872 1.397
C 3.767 -1.808 0.514
C 2.760 -1.296 -0.267
N 1.515 -1.758 -0.295
H -5.759 -2.763 2.680
H -5.193 -3.939 3.714
H -4.209 -3.535 2.271
H -0.976 -3.200 0.154
H 1.692 -3.999 2.166
H 4.178 -3.339 2.015
H 4.815 -1.458 0.363
H 2.951 -0.418 -0.893
S -1.846 -1.567 -2.060
C -2.963 -0.397 -1.400
S -2.776 1.136 -0.580
C -4.321 -0.713 -1.687
C -4.675 -1.686 -2.628
N -4.950 -2.451 -3.477
C -5.399 -0.007 -1.097
N -6.364 0.450 -0.626
O 0.806 0.407 -1.946
C 1.567 1.271 -2.448
C 1.770 2.557 -1.900
C 2.385 3.456 -2.765
C 2.775 4.671 -2.228
C 2.462 5.069 -0.877
C 1.778 4.217 -0.064
C 1.353 2.914 -0.496
O 0.683 2.082 0.232
N 3.579 5.581 -2.938
O 3.976 6.641 -2.313
O 4.001 5.370 -4.070
H 2.249 0.998 -3.223
H 2.613 3.057 -3.739
H 2.720 6.086 -0.569
H 1.452 4.576 0.922
S 1.092 -0.321 2.740
C -0.102 -1.446 3.069
*
```



(2)
Computed, not measured: a 2-piece molecular cluster, C4H10N overall at a distorted geometry, with ωB97M-V with the def2-TZVPD basis set.

Values from the calculation:
Energy relative to the best compared isomer or geometry (same formula, charge and spin) in eV: 6.8651
E_HOMO (alpha / beta) in eV: -13.560 / -14.613
E_LUMO (alpha / beta) in eV: -4.00 / -4.62

ORCA input file:
```
! RIJCOSX wB97M-V def2-TZVPD def2/J DEFGRID3
* xyz 1 1
C -0.330 -0.811 -1.609
C -0.021 -1.644 -0.513
C 0.012 1.841 1.056
C 0.376 0.573 0.294
N -0.555 -0.332 -0.288
H 0.396 -0.195 -2.179
H -1.150 -1.174 -2.284
H -0.639 -2.576 -0.190
H 0.997 -1.995 -0.216
H -0.253 2.714 0.338
H -0.874 1.634 1.746
H 0.850 2.085 1.753
H 1.552 -0.408 2.417
H 1.206 0.665 -0.312
H -1.565 -0.377 -0.015
*
```



(3)
Computed, not measured: a 5-piece molecular cluster, H10O4S overall, with ωB97M-V with the def2-TZVPD basis set.

Values from the calculation:
Energy relative to the best compared isomer or geometry (same formula, charge and spin) in eV: 0.0544
E_HOMO in eV: -10.135
Structure (SMILES): O.O.O.O.S
E_LUMO in eV: 0.42

ORCA input file:
```
! RIJCOSX wB97M-V def2-TZVPD def2/J DEFGRID3
* xyz 0 1
S -3.056 0.260 -0.442
H -1.767 0.127 -0.770
H -2.876 0.824 0.757
H 0.207 1.771 1.922
H 0.544 1.480 0.390
O 0.215 1.112 1.225
H -1.176 -1.603 0.873
H -0.034 -0.636 1.105
O -0.297 -1.560 1.253
H 1.285 -1.623 0.039
H 1.930 -1.925 -1.332
O 1.871 -1.250 -0.644
H 1.572 0.486 -1.179
H 0.369 1.174 -1.812
O 1.214 1.363 -1.388
*
```